1.
ORCA calculation (ωB97M-V with the def2-TZVPD basis set) on C13H16N2O2 in the gas phase.

Geometry (Å):
C: 0.360 -2.106 1.647
H: 1.214 -2.749 1.597
H: 0.149 -1.841 2.633
H: 2.943 -1.088 1.006
H: 0.817 -2.102 -1.194
C: -1.248 0.311 -0.021
O: -3.511 2.638 1.424
H: 0.446 1.665 -1.972
H: 2.301 0.433 1.687
C: -2.664 1.783 1.362
C: 0.617 -0.968 -0.793
N: -0.690 -0.357 -1.120
H: 2.047 1.507 -0.212
C: 2.174 -0.314 0.920
H: -0.484 -2.644 1.198
C: -2.336 1.119 0.049
H: -2.106 -0.190 -2.880
H: -2.450 -1.470 -1.730
C: -0.302 0.115 1.052
C: -1.639 1.588 2.546
H: 0.249 0.467 3.084
H: -3.013 1.102 -0.837
O: -1.774 2.053 3.661
C: -0.489 0.715 2.264
N: 1.519 -0.041 -1.437
H: 0.790 0.415 -3.412
H: 2.044 1.478 -2.856
C: 0.753 -0.907 0.775
C: -1.638 -0.917 -2.160
C: 2.403 0.483 -0.393
C: 1.134 0.924 -2.547
H: -1.087 -1.612 -2.790
H: 3.473 0.512 -0.549

Calculated values
Frontier orbital gap ... 7.248 eV
SMILES ... CN1CC[C@@]2(C)C3=CC(=O)C(=O)C=C3N(C)[C@@H]12
Highest occupied orbital energy ... -0.3049 Ha
Lowest unoccupied orbital energy ... -0.0385 Eh

---

2.
ORCA calculation (ωB97M-V with the def2-TZVPD basis set) on a molecular structure, C31H55AsCrN3O2SSb2.

Geometry (Å):
H: 3.935 -2.461 -2.548
H: -0.663 -4.291 -1.527
C: -2.885 3.070 1.417
C: -2.556 -3.120 0.846
H: -0.034 -2.442 -3.453
C: -1.701 -4.383 -1.840
Sb: -2.764 0.909 1.282
As: -2.751 -2.989 -1.057
H: -1.781 -4.279 -2.917
H: 1.516 -5.546 2.274
C: -5.098 0.878 -0.622
C: 0.812 1.347 -4.546
H: 3.504 -2.614 4.712
H: 2.446 1.655 -3.138
H: -4.594 3.266 2.766
H: -4.709 -0.775 0.707
H: 1.192 2.043 -5.298
H: -1.763 -3.834 1.062
H: -2.643 3.358 0.392
C: 1.040 -2.317 -3.327
C: -1.053 0.723 3.829
C: -4.794 0.310 0.769
H: 3.054 -4.989 4.139
H: -4.810 -4.412 -1.107
O: 0.273 -3.884 0.799
N: 1.222 0.137 1.375
H: -4.310 -0.452 3.996
H: -2.545 4.193 -3.327
C: 1.106 -3.506 1.810
C: -3.471 0.184 4.265
H: -2.104 -5.343 -1.522
H: -6.119 1.738 1.747
C: 0.755 -1.067 1.321
H: -2.287 -2.154 1.252
H: -4.418 0.501 -1.384
N: 0.470 0.953 0.551
C: 1.951 0.835 -3.662
H: -0.784 5.709 -2.333
H: -3.838 1.207 4.394
H: 1.398 -3.131 -2.694
H: 5.139 -1.646 -1.558
H: -0.713 0.112 4.672
H: 1.577 2.745 0.756
C: 2.837 -2.863 3.896
C: 1.754 -2.307 -4.683
H: -5.029 3.375 1.053
C: -1.831 3.824 -2.604
C: -4.570 -3.413 -1.469
H: 4.421 -0.804 -2.928
H: 3.423 -0.051 -0.677
H: -2.127 -0.941 3.019
H: 0.313 0.533 -5.079
H: -3.107 -0.158 5.241
H: 1.575 -3.246 -5.215
H: -6.120 0.614 -0.919
H: -6.844 0.175 1.407
H: -0.234 0.774 3.114
C: 4.208 -1.498 -2.111
H: -5.039 1.968 -0.629
H: 2.708 0.312 -4.251
H: -1.239 1.726 4.211
S: -2.338 -1.122 -1.995
C: -5.923 0.666 1.740
C: 1.363 -2.157 2.113
C: -0.841 4.668 -2.037
C: -4.261 3.621 1.787
H: -2.589 1.831 -2.640
H: -0.827 3.189 2.189
C: 2.581 -4.194 3.575
H: 0.795 4.797 -0.671
C: 0.034 4.172 -1.119
H: 2.886 -1.692 -0.388
O: -0.283 -1.401 0.533
C: -1.812 3.624 2.356
Cr: -0.888 0.123 -0.560
C: -1.861 2.516 -2.222
H: -2.086 3.462 3.400
H: -5.742 0.356 2.763
H: -3.507 -3.463 1.250
C: -0.046 2.813 -0.726
H: 1.395 -1.499 -5.324
H: 0.056 1.875 -3.965
C: -2.329 0.105 3.255
C: 1.723 -4.515 2.539
H: -5.212 -2.676 -0.995
H: -4.693 -3.361 -2.547
C: 2.233 -1.860 3.165
N: -1.000 1.987 -1.320
H: -1.729 4.706 2.207
H: 2.834 -2.192 -4.581
C: 3.121 -0.973 -1.173
H: 2.425 -0.817 3.389
H: -0.105 -3.051 0.448
Sb: 1.284 -0.532 -2.159
H: -4.201 4.715 1.840
C: 0.768 2.221 0.259

Calculated values
Frontier orbital gap (spin up / spin down) ... 5.646 / 7.265 eV
2S+1 ... 5
Net charge ... +1
Highest occupied orbital energy (spin up / spin down) ... -0.3008 / -0.3788 Ha
Lowest unoccupied orbital energy (spin up / spin down) ... -0.0933 / -0.1118 Eh

---

Values of maximum force, in order: 4.1, 0.6, all in eV/Å.
Values of energy above the lowest of the compared OMol25 structures with the same formula, charge and spin, in order: 421.7, 0.0, all in kJ/mol.